# 1
# C16H27BrO12P

A cluster of 4 separate species, C16H27BrO12P in total in a non-equilibrium geometry (wB97M-V/def2-TZVPD, OMol25).

The gap between HOMO and LUMO comes out at 5.0 eV. As for the charge: -1. The calculation puts the total energy at -120927.5881 eV. Its HOMO energy is -3.723 eV.

Geometry (Å):
C1 1.056 -1.678 2.787
C2 1.412 -2.084 1.267
O1 2.112 -1.264 0.631
O2 1.002 -3.294 0.658
C3 1.522 -4.470 1.341
C4 2.981 -4.864 0.766
P1 4.428 -3.973 1.726
C5 5.703 -4.602 0.402
C6 4.793 -5.514 2.810
C7 4.929 -5.240 4.374
O3 5.423 -6.160 5.080
Br1 4.353 -3.610 5.337
H1 -0.083 -1.740 2.882
H2 1.351 -0.602 3.026
H3 1.607 -2.398 3.480
H4 1.484 -4.414 2.479
H5 0.830 -5.347 1.048
H6 3.131 -5.994 0.709
H7 3.023 -4.437 -0.293
H8 3.413 -3.456 2.618
H9 5.504 -3.242 2.391
H10 4.253 -2.799 0.879
H11 6.754 -4.576 0.853
H12 5.419 -5.613 -0.053
H13 5.695 -3.851 -0.475
H14 5.820 -5.915 2.470
H15 4.067 -6.385 2.677
C8 0.117 2.105 1.338
C9 -1.095 2.016 0.463
O4 -1.867 0.996 1.086
C10 -1.485 0.945 2.391
O5 -2.050 0.312 3.236
O6 -0.380 1.706 2.612
H16 0.528 3.114 1.380
H17 0.907 1.412 1.033
H18 -1.676 2.944 0.456
H19 -0.847 1.745 -0.564
C11 -2.633 3.981 -3.379
C12 -1.917 5.280 -3.590
O7 -0.705 5.100 -2.865
C13 -0.486 3.760 -2.777
O8 0.530 3.265 -2.375
O9 -1.569 3.054 -3.205
H20 -3.255 3.704 -4.231
H21 -3.250 3.985 -2.475
H22 -1.676 5.458 -4.642
H23 -2.474 6.129 -3.207
C14 -7.204 4.169 -3.916
C15 -7.169 4.441 -2.442
O10 -5.861 4.961 -2.245
C16 -5.447 5.470 -3.436
O11 -4.458 6.132 -3.580
O12 -6.299 5.133 -4.440
H24 -8.200 4.299 -4.342
H25 -6.839 3.169 -4.166
H26 -7.899 5.197 -2.139
H27 -7.324 3.540 -1.848

Force components x, y, z for each atom (eV/Å):
C -0.72 -0.84 -0.74
C 2.50 2.51 -0.74
O -2.79 -2.59 1.36
O 0.76 1.62 2.09
C 0.42 -2.72 -0.67
C -1.04 0.41 -0.46
P 0.05 0.39 -1.92
C 0.63 0.10 -1.18
C 0.51 -0.35 1.14
C 2.08 -5.12 0.80
O -1.93 3.99 -2.07
Br 0.12 -0.45 -0.51
H 1.54 -0.19 0.22
H -0.13 -1.61 -0.72
H -0.96 1.00 -0.83
H 0.16 0.35 -1.43
H 0.67 1.55 0.42
H -0.49 1.31 0.07
H -0.15 -0.70 1.24
H 0.08 0.01 0.62
H 0.10 -0.15 0.52
H -0.26 0.15 0.09
H -1.25 -0.38 -0.68
H 0.70 1.06 0.71
H -0.01 -1.04 1.28
H -1.47 0.59 0.91
H 0.78 1.17 0.51
C 0.91 0.27 -0.28
C -0.05 0.26 -0.86
O 0.11 -0.05 0.59
C -0.29 -0.47 0.65
O 0.32 0.45 -0.57
O -0.64 -0.30 -0.01
H -0.07 -0.11 0.19
H -0.09 -0.01 0.01
H 0.00 -0.02 0.06
H -0.11 -0.12 0.13
C -0.70 -0.17 -0.06
C -0.05 0.91 -0.23
O 0.14 -0.80 0.07
C 1.14 -0.32 0.35
O -1.01 0.41 -0.29
O 0.46 0.21 0.15
H 0.19 -0.16 0.05
H 0.07 0.03 -0.01
H 0.00 -0.07 0.04
H 0.45 -0.14 0.07
C -0.53 -0.52 -0.43
C -0.60 -0.27 0.61
O 0.31 0.23 -0.57
C 0.46 0.52 -0.07
O -1.25 -0.35 0.01
O 0.44 0.23 0.44
H 0.19 0.12 -0.09
H 0.01 0.07 0.03
H 0.07 -0.02 -0.04
H 0.20 0.14 0.04

Here are the natural (NBO) charges for atoms 1 to 5, given in e:
1. C -0.7465
2. C 0.8141
3. O -0.5793
4. O -0.5537
5. C -0.0882


# 2
# C16H27GeN3OS3V

A structure of composition C16H27GeN3OS3V in a non-equilibrium geometry (wB97M-V/def2-TZVPD, OMol25).

The gap between HOMO and LUMO comes out at 6.0 eV. As for the charge: +3. The calculation puts the total energy at -138228.7157 eV. Its HOMO energy is -17.564 eV.

Geometry (Å):
V1 0.140 -0.221 0.299
C1 -4.146 3.690 -0.271
S1 -3.748 2.493 1.019
C2 -2.400 1.702 0.363
S2 -1.631 0.517 1.442
N1 -1.903 1.919 -0.804
N2 -0.821 1.123 -1.048
C3 -0.249 1.286 -2.188
C4 0.872 0.400 -2.451
C5 1.606 0.346 -3.607
C6 2.634 -0.595 -3.696
C7 2.884 -1.447 -2.630
C8 2.108 -1.339 -1.494
N3 1.117 -0.428 -1.403
H1 -5.088 4.133 0.048
H2 -4.274 3.187 -1.225
H3 -3.375 4.454 -0.327
H4 -0.610 2.032 -2.887
H5 1.381 1.019 -4.424
H6 3.234 -0.660 -4.596
H7 3.666 -2.194 -2.676
H8 2.274 -1.986 -0.642
O1 1.417 0.318 1.373
S3 2.288 1.671 1.645
C9 3.425 1.236 2.987
C10 2.777 1.703 4.288
C11 2.052 3.002 3.938
C12 1.209 2.691 2.697
H9 4.321 1.809 2.730
H10 3.660 0.174 2.905
H11 3.547 1.853 5.044
H12 2.082 0.952 4.664
H13 2.762 3.804 3.731
H14 1.397 3.342 4.739
H15 0.883 3.552 2.117
H16 0.360 2.048 2.938
C13 -1.826 -4.617 -0.083
Ge1 -1.586 -2.867 -0.856
C14 -0.617 -2.931 -2.526
C15 -3.191 -1.794 -0.929
C16 -0.432 -2.019 0.713
H17 -2.406 -5.183 -0.817
H18 -2.389 -4.565 0.847
H19 -0.878 -5.126 0.081
H20 -1.145 -3.660 -3.144
H21 0.402 -3.296 -2.401
H22 -0.622 -1.981 -3.061
H23 -3.899 -2.296 -1.590
H24 -3.006 -0.797 -1.331
H25 -3.646 -1.715 0.058
H26 0.508 -2.564 0.899
H27 -1.115 -2.172 1.547

Force components x, y, z for each atom (eV/Å):
V -1.70 -0.95 0.61
C -0.03 -0.04 -0.04
S -0.11 0.02 0.15
C 0.00 0.11 0.14
S 0.15 0.07 -0.22
N 0.17 -0.23 -0.09
N 0.04 -0.05 0.06
C 0.17 -0.08 -0.16
C -0.21 -0.06 0.27
C 0.14 0.00 -0.24
C 0.02 0.02 -0.05
C 0.05 0.00 -0.13
C -0.18 0.26 0.04
N 0.62 -0.13 -0.54
H 0.00 0.01 -0.01
H -0.03 0.00 0.01
H 0.01 -0.02 0.00
H -0.01 -0.02 -0.03
H 0.04 -0.03 -0.01
H -0.02 0.00 0.00
H 0.00 0.02 0.00
H 0.00 0.01 0.04
O 0.78 0.33 0.39
S -0.10 -0.10 -0.02
C 0.01 -0.11 0.05
C -0.02 0.07 -0.07
C 0.02 -0.10 0.02
C 0.06 -0.01 0.07
H 0.00 0.00 0.02
H -0.01 0.01 -0.03
H 0.00 0.00 0.00
H -0.01 0.00 -0.01
H 0.00 0.01 0.00
H -0.02 0.01 0.00
H 0.00 0.01 0.00
H -0.04 0.01 -0.01
C 0.05 -0.02 0.11
Ge -0.17 0.06 -0.12
C 0.10 0.03 -0.05
C -0.03 0.06 0.03
C 0.22 0.80 -0.13
H 0.00 -0.05 0.04
H 0.00 -0.05 0.01
H -0.02 -0.04 0.01
H 0.01 0.02 -0.04
H -0.01 -0.02 -0.04
H 0.03 -0.02 -0.02
H -0.02 0.02 0.00
H -0.04 0.00 -0.01
H -0.03 0.02 -0.02
H 0.12 0.19 -0.01
H 0.02 -0.06 0.02

Here are the natural (NBO) charges for atoms 1 to 5, given in e:
1. V 1.1446
2. C -0.7376
3. S 0.4986
4. C -0.0905
5. S 0.2335


# 3
# C16H27NO3

The molecule C16H27NO3 (wB97M-V/def2-TZVPD, OMol25).

Its SMILES is C#CCOC(=O)CCCC(=O)NCCCCCCCC. The gap between HOMO and LUMO comes out at 10.0 eV. As for the charge: 0. The calculation puts the total energy at -24662.1030 eV. Its HOMO energy is -9.261 eV.

Geometry (Å):
C1 -6.226 -3.632 -0.172
C2 -6.328 -2.475 0.113
C3 -6.389 -1.056 0.409
O1 -5.590 -0.300 -0.513
C4 -4.333 -0.035 -0.172
O2 -3.831 -0.375 0.873
C5 -3.644 0.784 -1.234
C6 -3.786 2.287 -0.938
C7 -3.178 2.705 0.404
C8 -1.677 2.435 0.425
O3 -0.867 3.219 -0.028
N1 -1.343 1.258 0.990
C9 0.015 0.768 1.023
C10 0.212 -0.404 0.059
C11 1.585 -1.060 0.195
C12 2.733 -0.146 -0.231
C13 4.078 -0.867 -0.186
C14 5.226 0.053 -0.594
C15 6.580 -0.654 -0.654
C16 7.092 -1.089 0.714
H1 -6.164 -4.655 -0.399
H2 -7.412 -0.687 0.294
H3 -6.029 -0.879 1.430
H4 -4.100 0.564 -2.199
H5 -2.588 0.514 -1.256
H6 -4.845 2.554 -0.954
H7 -3.284 2.838 -1.735
H8 -3.325 3.779 0.531
H9 -3.666 2.183 1.227
H10 -2.075 0.607 1.246
H11 0.256 0.451 2.044
H12 0.655 1.608 0.746
H13 -0.561 -1.152 0.262
H14 0.077 -0.050 -0.965
H15 1.734 -1.371 1.231
H16 1.604 -1.960 -0.425
H17 2.775 0.724 0.427
H18 2.548 0.215 -1.245
H19 4.050 -1.728 -0.858
H20 4.245 -1.240 0.826
H21 5.287 0.888 0.108
H22 5.005 0.470 -1.580
H23 6.502 -1.527 -1.307
H24 7.308 0.028 -1.101
H25 8.090 -1.513 0.627
H26 6.442 -1.841 1.153
H27 7.140 -0.237 1.389

Force components x, y, z for each atom (eV/Å):
C -0.15 0.51 0.20
C 0.18 -0.25 -0.20
C -0.06 0.24 0.47
O -0.57 -0.03 -0.24
C 0.63 0.16 -0.13
O -0.13 -0.14 0.13
C -0.13 0.06 -0.04
C 0.02 -0.06 0.10
C 0.12 0.12 -0.20
C -0.56 0.01 0.35
O 0.22 0.30 -0.31
N 0.11 -0.37 0.25
C 0.15 -0.05 -0.23
C 0.14 -0.03 0.28
C -0.12 0.28 -0.22
C 0.04 -0.46 0.18
C -0.02 0.48 -0.08
C 0.09 -0.38 -0.08
C -0.05 0.20 0.14
C -0.02 -0.02 -0.25
H 0.06 -0.57 -0.15
H 0.22 0.00 0.05
H -0.17 0.03 -0.22
H 0.08 -0.03 0.02
H -0.07 -0.09 0.01
H 0.03 0.04 -0.06
H -0.07 0.00 -0.01
H 0.06 -0.06 0.06
H -0.03 0.03 0.03
H -0.06 0.17 -0.07
H 0.07 0.04 -0.05
H -0.01 -0.10 0.13
H -0.06 0.01 -0.06
H -0.08 0.01 -0.05
H 0.03 -0.10 0.05
H 0.04 -0.07 0.06
H 0.01 0.13 -0.03
H -0.02 0.10 -0.05
H 0.00 -0.10 0.01
H 0.00 -0.11 0.04
H -0.01 0.11 0.00
H -0.04 0.09 0.01
H 0.03 0.01 -0.10
H 0.02 -0.06 -0.07
H 0.08 -0.06 0.09
H -0.03 -0.08 0.12
H 0.02 0.07 0.13

Here are the natural (NBO) charges for atoms 1 to 5, given in e:
1. C -0.1846
2. C -0.0536
3. C -0.1594
4. O -0.4892
5. C 0.8190


# 4
# C16H28F4N5Rh

A structure of composition C16H28F4N5Rh (wB97M-V/def2-TZVPD, OMol25).

The expectation value of S² is 6.041. The gap between HOMO and LUMO (alpha / beta) comes out at 9.6 / 6.9 eV. As for the charge: +2. Its spin multiplicity is 5. The calculation puts the total energy at -38358.2673 eV. Its HOMO energy (alpha / beta) is -14.739 / -15.383 eV.

Geometry (Å):
Rh1 0.667 -0.105 0.300
N1 -0.266 0.869 2.173
C1 0.408 2.172 2.396
C2 0.282 3.005 1.140
N2 0.786 2.291 -0.056
C3 2.152 2.672 -0.492
C4 3.172 1.623 -0.108
N3 2.692 0.304 -0.595
H1 -0.203 0.294 3.008
H2 -1.259 1.028 2.015
H3 -0.024 2.711 3.240
H4 1.454 1.972 2.635
H5 -0.768 3.254 0.971
H6 0.810 3.949 1.279
H7 0.154 2.478 -0.822
H8 2.143 2.793 -1.576
H9 2.442 3.634 -0.067
H10 4.144 1.875 -0.530
H11 3.285 1.557 0.975
H12 2.582 0.346 -1.608
H13 3.387 -0.417 -0.421
C5 2.158 -1.642 2.303
C6 0.844 -2.408 2.258
N4 0.167 -2.254 0.934
C7 0.751 -3.236 -0.026
C8 0.282 -3.049 -1.456
C9 -1.300 -2.422 1.061
C10 -2.163 -1.587 0.099
N5 -1.460 -0.434 -0.465
C11 -2.087 0.324 -1.407
C12 -1.284 0.953 -2.387
F1 0.043 0.717 -2.404
C13 -1.821 1.735 -3.376
F2 -1.012 2.271 -4.280
C14 -3.190 1.951 -3.443
C15 -4.003 1.351 -2.502
F3 -5.310 1.547 -2.528
C16 -3.483 0.541 -1.513
F4 -4.324 0.032 -0.621
H14 2.978 -2.155 1.804
H15 2.468 -1.392 3.316
H16 1.999 -0.683 1.776
H17 0.168 -2.029 3.022
H18 1.004 -3.466 2.479
H19 0.507 -4.243 0.329
H20 1.836 -3.136 0.027
H21 -0.759 -3.347 -1.595
H22 0.881 -3.675 -2.116
H23 0.389 -2.016 -1.803
H24 -1.569 -2.177 2.086
H25 -1.565 -3.473 0.918
H26 -3.066 -1.279 0.621
H27 -2.507 -2.193 -0.743
H28 -3.614 2.567 -4.227

Force components x, y, z for each atom (eV/Å):
Rh -0.57 -0.13 -0.09
N 0.15 0.05 0.07
C -0.04 -0.16 0.00
C 0.07 0.04 -0.15
N 0.01 0.06 0.09
C -0.16 0.05 0.01
C -0.01 -0.19 -0.02
N 0.01 0.06 -0.07
H 0.03 0.04 0.01
H 0.01 -0.01 0.00
H -0.02 0.01 0.03
H 0.01 -0.01 -0.02
H -0.02 -0.04 0.02
H -0.02 0.04 -0.01
H 0.02 0.08 0.01
H 0.02 -0.04 -0.01
H -0.01 0.03 -0.02
H 0.03 0.01 -0.01
H 0.01 0.00 0.02
H 0.04 -0.02 0.02
H -0.01 0.03 0.06
C -0.13 0.00 -0.24
C -0.06 -0.12 -0.03
N 0.24 -0.01 -0.02
C -0.05 0.14 0.05
C -0.02 -0.04 -0.08
C 0.03 -0.01 0.03
C 0.28 0.22 -0.15
N -0.33 0.16 -0.22
C 0.25 -0.48 0.40
C 0.11 0.17 -0.15
F -0.14 -0.05 0.07
C 0.07 0.05 -0.09
F -0.03 -0.01 0.02
C -0.03 0.08 -0.13
C -0.14 0.04 -0.03
F 0.08 0.01 -0.02
C -0.10 -0.06 0.02
F 0.15 -0.04 0.01
H 0.00 -0.03 0.01
H -0.02 -0.11 0.03
H 0.41 0.12 0.35
H 0.01 0.05 0.02
H -0.04 -0.03 0.02
H 0.00 -0.02 -0.03
H -0.01 0.04 0.00
H 0.04 0.02 0.02
H -0.02 -0.02 0.01
H 0.04 -0.01 0.05
H -0.02 0.08 -0.02
H 0.00 -0.04 0.07
H -0.08 0.04 0.09
H 0.00 -0.02 -0.03
H 0.02 -0.01 0.03

Here are the natural (NBO) charges for atoms 1 to 5, given in e:
1. Rh 1.2024
2. N -0.8390
3. C -0.2361
4. C -0.2410
5. N -0.6550


# 5
# C16H28FN3Si

A cluster of 4 separate species, C16H28FN3Si in total (wB97M-V/def2-TZVPD, OMol25).

Its SMILES is C#C[SiH2][C@@H](C)F.CCCC#N.CCCC#N.CCCC#N. The gap between HOMO and LUMO comes out at 10.7 eV. As for the charge: 0. The calculation puts the total energy at -32108.8853 eV. Its HOMO energy is -10.146 eV.

Geometry (Å):
C1 1.616 0.616 1.604
C2 0.542 0.090 1.451
Si1 -1.151 -0.564 1.147
C3 -2.272 0.869 0.515
C4 -3.321 1.324 1.541
F1 -1.425 1.972 0.242
H1 2.443 1.286 1.706
H2 -1.074 -1.650 0.159
H3 -1.758 -1.047 2.406
H4 -2.752 0.589 -0.423
H5 -3.156 0.877 2.521
H6 -3.225 2.404 1.653
H7 -4.336 1.120 1.201
C5 -5.053 -4.317 2.908
C6 -5.371 -2.830 3.011
C7 -5.722 -2.200 1.658
C8 -4.605 -2.314 0.715
N1 -3.705 -2.400 0.008
H8 -4.179 -4.493 2.280
H9 -4.839 -4.731 3.893
H10 -5.894 -4.870 2.485
H11 -4.519 -2.301 3.444
H12 -6.215 -2.681 3.687
H13 -5.960 -1.143 1.776
H14 -6.592 -2.691 1.219
C9 1.255 -1.699 -2.218
C10 1.775 -0.273 -2.347
C11 2.102 0.122 -3.792
C12 3.155 -0.729 -4.356
N2 3.980 -1.393 -4.798
H15 1.997 -2.431 -2.542
H16 1.010 -1.912 -1.178
H17 0.351 -1.843 -2.814
H18 2.667 -0.154 -1.729
H19 1.027 0.423 -1.961
H20 2.442 1.157 -3.841
H21 1.215 0.035 -4.422
C13 4.668 4.410 -1.118
C14 5.571 3.182 -1.104
C15 4.944 1.991 -0.372
C16 4.670 2.309 1.033
N3 4.456 2.570 2.130
H22 4.472 4.771 -0.107
H23 5.135 5.223 -1.674
H24 3.708 4.187 -1.589
H25 6.525 3.432 -0.635
H26 5.790 2.876 -2.128
H27 5.608 1.126 -0.401
H28 4.002 1.705 -0.844

Force components x, y, z for each atom (eV/Å):
C -0.34 0.50 -0.13
C -0.22 -0.17 -0.01
Si 0.01 0.03 -0.15
C 0.15 0.04 0.47
C 0.25 0.05 -0.21
F -0.12 -0.09 -0.20
H 0.19 -0.34 0.17
H 0.09 0.00 0.03
H 0.11 -0.09 0.02
H 0.07 0.06 -0.07
H -0.14 -0.01 0.03
H -0.04 0.02 -0.03
H 0.00 -0.12 0.07
C 0.01 0.02 0.01
C 0.04 -0.14 0.07
C 0.11 -0.05 0.06
C -0.06 0.10 0.05
N -0.06 0.04 -0.03
H -0.01 0.01 -0.03
H -0.01 -0.01 0.00
H 0.00 -0.01 0.00
H -0.02 0.04 -0.02
H -0.02 0.06 -0.04
H -0.02 0.01 -0.04
H -0.01 0.00 -0.02
C 0.03 0.02 0.06
C -0.10 -0.09 0.07
C 0.10 -0.09 0.15
C -0.09 0.11 -0.10
N 0.04 -0.03 0.04
H 0.01 0.03 -0.05
H -0.02 -0.02 -0.02
H -0.01 -0.01 0.01
H 0.00 0.02 -0.01
H 0.04 0.05 -0.02
H -0.01 0.01 -0.04
H 0.00 -0.01 -0.02
C 0.03 -0.01 0.00
C -0.05 0.15 -0.06
C 0.10 0.11 0.05
C 0.06 -0.08 -0.17
N -0.02 0.03 0.07
H -0.02 -0.03 0.01
H -0.01 0.00 -0.01
H 0.00 0.00 0.00
H 0.01 -0.05 0.01
H 0.01 -0.07 0.03
H -0.03 -0.03 0.01
H -0.02 -0.01 0.02

Here are the natural (NBO) charges for atoms 1 to 5, given in e:
1. C -0.1767
2. C -0.4793
3. Si 1.0689
4. C -0.1646
5. C -0.6541